# 1
# C51H56Ge2N2O7P3RuS2

C51H56Ge2N2O7P3RuS2 as an isolated structure (ωB97M-V/def2-TZVPD, OMol25).

Structure (ORCA input):
```
! wB97M-V def2-TZVPD RIJCOSX def2/J DEFGRID3
* xyz -2 2
Ru 0.664 0.816 1.061
Ge -0.578 -1.658 -1.077
Ge -2.736 -0.272 0.831
S 2.815 -0.266 0.375
S 5.834 -0.773 -0.856
P 4.193 0.312 -0.984
P -0.026 3.328 -1.131
P -1.342 3.410 1.362
O 0.862 4.428 -1.908
O -1.812 4.387 2.348
O -1.250 3.000 -1.916
O 0.920 2.252 -0.693
O -2.524 2.760 0.501
O -0.453 2.288 1.915
O -0.477 4.153 0.191
N 2.048 1.622 2.632
N 2.198 0.908 3.643
C 2.875 -5.153 -1.164
C -2.850 1.227 4.844
C -0.955 -0.046 0.003
C 1.641 -5.289 -0.276
C 4.243 4.424 -1.254
C 2.660 2.912 2.751
C -0.184 -2.077 -4.054
C 3.401 3.281 3.876
C -0.021 -1.786 2.554
C 1.789 0.742 -4.271
C 0.160 -2.683 3.595
C 0.906 -2.875 -0.618
C 3.556 0.285 -2.697
C 2.617 0.366 -5.317
C -5.867 1.734 -1.300
C -3.958 -0.188 -1.822
C 3.867 3.097 -1.399
C -4.208 1.208 5.123
C 3.639 5.500 2.975
C 1.695 -1.187 4.656
C 0.641 -0.551 2.516
C -4.627 0.411 2.896
C -4.037 0.342 -0.533
C -3.521 -4.002 2.767
C 1.018 -2.390 4.655
C 6.009 3.767 0.231
C -4.019 -2.940 0.264
C -4.189 -4.767 1.823
C 3.893 4.569 3.976
C 1.506 -0.298 3.596
C -5.004 1.317 -0.295
C -2.391 -3.403 -3.988
C 5.651 2.437 0.068
C -5.779 1.187 -2.573
C -1.493 -2.442 -4.761
C -4.815 0.223 -2.834
C -2.383 0.848 3.590
C 2.914 5.122 1.858
C 2.440 3.825 1.734
C 0.502 -4.346 -0.669
C -0.327 -1.037 -2.935
C -3.109 -2.711 2.453
C -5.100 0.795 4.142
C 4.386 -0.093 -3.749
C -3.328 -2.157 1.191
C 5.318 4.762 -0.445
C 2.258 0.703 -2.964
C 3.916 -0.055 -5.054
C -3.264 0.446 2.590
C 4.584 2.091 -0.755
C -4.447 -4.225 0.570
H 3.568 2.557 4.659
H -4.719 -0.201 -3.827
H 2.712 5.833 1.068
H -0.350 -4.514 0.001
H 3.593 -5.954 -0.972
H 0.283 -2.992 -3.666
H -2.045 -1.519 -4.971
H 5.599 5.801 -0.319
H -3.316 -3.606 -4.533
H -2.354 2.814 -0.467
H -5.337 0.065 2.149
H 1.153 -3.099 5.463
H -3.200 -0.929 -2.058
H -1.193 0.678 -0.788
H 4.564 -0.360 -5.869
H 2.599 -5.197 -2.222
H -2.608 -2.124 3.216
H -0.692 -2.066 1.751
H 1.292 -2.632 0.370
H 3.386 -4.204 -0.995
H 0.599 -0.475 -2.857
H -6.165 0.767 4.347
H -0.378 -3.625 3.579
H -2.657 -3.005 -3.009
H -3.322 -4.403 3.754
H -4.238 -2.546 -0.721
H 2.250 0.391 -6.337
H 0.282 4.946 -2.477
H 1.278 -6.323 -0.304
H 3.007 2.860 -2.009
H 6.207 1.650 0.561
H 0.513 -1.694 -4.809
H -4.512 -5.774 2.062
H -1.259 -2.884 -5.736
H 3.671 5.194 -1.758
H 1.888 3.509 0.864
H 4.468 4.856 4.850
H -2.142 1.550 5.597
H -1.798 -2.614 -1.048
H -1.095 -0.298 -3.184
H -5.064 1.784 0.681
H 0.143 -4.609 -1.673
H 5.390 -0.430 -3.526
H 1.920 -5.084 0.763
H 0.769 1.059 -4.459
H -6.601 2.504 -1.090
H -1.881 -4.355 -3.818
H 1.724 -2.668 -1.312
H 4.012 6.514 3.068
H 1.614 1.001 -2.144
H -6.446 1.521 -3.359
H -1.322 0.889 3.393
H 2.376 -0.913 5.453
H -4.571 1.516 6.097
H 6.834 4.025 0.885
H -4.978 -4.806 -0.176
*
```

## Properties
- Strongest force on any atom: 0.9 eV/A
- <S²>: 0.76
- ΔE to the lowest compared entry with this formula, charge and spin: 0.192 eV
- E_HOMO (spin up / spin down): -3.034 / -3.002 eV
- Frontier orbital gap (spin up / spin down): 7.12 / 7.08 eV


# 2
# C51H56N6O20S

A 7-piece molecular cluster, C51H56N6O20S overall at a distorted geometry (ωB97M-V/def2-TZVPD, OMol25).

Structure (ORCA input):
```
! wB97M-V def2-TZVPD RIJCOSX def2/J DEFGRID3
* xyz 0 1
S 2.617 -1.916 3.600
O 1.235 -0.754 9.222
O -8.602 0.720 -2.043
O 4.011 -1.945 4.565
O -1.202 -2.548 0.496
O 2.891 -3.428 2.896
O 2.784 5.333 4.058
O -0.721 4.764 -5.512
O 1.327 -2.516 7.612
O 5.730 -7.955 -1.357
O 1.316 -2.115 4.333
O -3.916 2.262 3.096
O -2.235 4.292 -4.041
O -4.696 6.490 -11.139
O -7.878 0.563 -4.075
O 3.404 -1.387 7.387
O 2.056 5.485 6.101
O 2.697 -0.744 2.651
O 4.588 -6.226 -0.738
O -3.699 5.476 -12.769
O -2.815 0.511 2.456
N 5.629 -6.859 -0.826
N -4.697 5.775 -12.131
N -7.712 0.759 -2.879
N 2.950 5.524 5.259
N -1.881 4.580 -5.175
N -2.889 1.607 2.999
C -0.464 1.465 3.440
C -4.821 1.506 -0.621
C 9.206 -6.348 0.150
C -7.147 5.569 -11.896
C 0.812 -1.314 8.199
C -1.401 -4.975 0.831
C 3.286 -3.679 6.429
C 4.546 6.003 7.082
C -6.354 1.055 -2.418
C -8.407 4.181 -13.411
C 5.348 5.891 4.797
C 2.185 -6.357 3.903
C 2.028 -6.159 1.201
C 6.640 6.148 5.243
C 4.045 -3.305 5.068
C 8.056 -6.932 -0.369
C 2.676 -2.385 7.189
C -0.484 -0.661 7.479
C 6.886 6.325 6.601
C 9.137 -5.107 0.776
C 0.705 2.013 3.959
C -3.777 1.574 -1.540
C -5.982 5.236 -12.583
C 0.672 3.249 4.599
C -7.240 3.858 -14.098
C 6.840 -6.261 -0.259
C -5.314 1.130 -3.342
C -2.919 4.708 -6.200
C -1.702 3.403 4.212
C -0.529 3.940 4.729
C 3.802 -4.188 3.742
C -3.545 5.096 -8.488
C -2.070 -3.661 0.175
C 4.309 5.816 5.721
C 6.762 -5.022 0.374
C -1.938 -1.329 0.776
C -6.021 4.387 -13.687
C 1.220 -5.160 0.198
C -2.557 4.999 -7.514
C 5.842 6.256 7.519
C -4.881 4.907 -8.147
C 7.917 -4.447 0.893
C -4.023 1.391 -2.898
C -8.362 5.038 -12.315
C -5.237 4.627 -6.831
C -0.279 -5.656 -0.088
C -6.116 1.248 -1.058
C -1.661 2.168 3.565
C 1.280 -6.091 2.613
C -4.255 4.526 -5.851
C 3.670 -5.778 3.849
H 7.897 6.518 6.946
H -2.056 -3.814 -0.958
H -2.268 -5.725 0.974
H 4.807 -4.075 3.174
H -6.280 4.484 -6.570
H 1.582 3.674 4.995
H -6.921 1.198 -0.333
H -2.766 1.770 -1.196
H -2.630 3.953 4.317
H -5.649 4.978 -8.911
H 2.283 -7.505 4.011
H 6.039 6.397 8.576
H -9.356 3.762 -13.731
H 1.911 -7.207 0.743
H -4.623 1.651 0.436
H 10.159 -6.859 0.063
H -7.126 6.233 -11.039
H 7.457 6.205 4.532
H -3.206 1.449 -3.609
H 0.869 -5.016 2.715
H 4.094 -4.080 7.150
H 3.100 -5.779 1.191
H 1.644 1.477 3.861
H 4.196 -6.085 4.832
H 5.818 -4.495 0.468
H 1.186 -4.100 0.638
H -7.281 3.191 -14.952
H 0.351 -6.778 2.591
H -0.391 -6.800 0.030
H -1.058 -4.682 1.877
H -4.545 4.304 -4.829
H -9.275 5.288 -11.786
H 1.740 -5.084 -0.830
H -1.440 -0.468 0.207
H 5.162 -3.470 5.272
H -3.143 -3.526 0.539
H -0.248 0.330 6.974
H -5.119 4.127 -14.231
H -1.238 -0.487 8.334
H -1.520 5.148 -7.793
H -5.492 0.986 -4.403
H -0.964 -1.426 6.776
H -3.037 -1.354 0.475
H 10.038 -4.652 1.175
H -0.424 0.502 2.944
H 2.475 -4.467 6.296
H -1.844 -1.125 1.887
H 4.258 -6.285 2.995
H 7.868 -3.481 1.384
H -3.274 5.315 -9.515
H 8.123 -7.899 -0.855
H -0.548 4.901 5.232
H 3.742 5.952 7.807
H 1.594 -6.027 4.836
H 5.170 5.751 3.736
H -0.521 -5.441 -1.192
*
```

## Properties
- Strongest force on any atom: 5.2 eV/A
- E_HOMO: -8.951 eV
- Frontier orbital gap: 8.11 eV


# 3
# C51H60Ge2HfN2S2Sb2

C51H60Ge2HfN2S2Sb2 as an isolated structure (ωB97M-V/def2-TZVPD, OMol25).

Structure (ORCA input):
```
! wB97M-V def2-TZVPD RIJCOSX def2/J DEFGRID3
* xyz 4 1
Hf 0.395 -0.428 -1.222
Sb -0.032 1.783 -3.195
Sb -0.907 1.441 0.653
Ge -1.116 -3.236 3.179
Ge 2.001 -1.087 0.975
S -1.266 -4.367 -3.276
S 4.262 -1.193 -3.714
N 2.056 -0.849 -2.540
N -0.237 -2.360 -2.119
C -0.642 5.781 0.780
C -2.869 2.425 4.373
C -0.294 3.438 0.376
C -2.696 -2.140 2.835
C -1.320 -3.141 -2.118
C -0.969 3.849 -5.085
C -0.858 4.771 -2.844
C -2.788 1.069 -2.217
C 3.004 0.587 1.380
C 3.241 -0.266 -2.746
C 1.964 -2.078 -3.188
C -2.394 1.757 2.116
C -2.213 0.528 -0.906
C -1.947 2.086 3.394
C -4.665 2.109 2.801
C -1.911 0.747 -3.426
C -1.650 6.117 -4.678
C 3.601 1.066 -2.192
C 0.853 -0.009 -5.533
C 1.543 -1.776 2.766
C 3.633 0.637 2.776
C 1.073 1.209 -4.895
C -2.362 -5.743 3.833
C 2.032 2.092 -5.388
C -1.351 5.974 -3.331
C 2.783 1.744 -6.504
C -1.246 -5.151 2.962
C 0.738 -2.929 4.845
C -3.751 1.767 1.811
C 1.599 -0.348 -6.654
C -4.227 2.431 4.078
C -0.470 -2.958 5.566
C -0.562 -3.611 6.796
C 1.863 -3.556 5.375
C 0.975 3.711 -0.128
C -1.460 5.056 -5.554
C 0.571 -4.207 7.318
C 2.568 0.525 -7.134
C -0.670 3.714 -3.727
C 0.695 -2.801 -3.074
C 0.278 -3.864 -3.798
C 1.776 -4.169 6.615
C 0.604 -2.413 3.466
C 1.436 5.019 -0.168
C 3.249 -2.470 0.291
C -3.205 -1.332 4.033
C 0.629 6.055 0.284
C 4.515 -2.617 1.139
C -2.482 -3.003 -1.192
C -1.106 4.473 0.836
C 3.090 -2.430 -3.848
H -2.419 -0.711 4.463
H 2.784 -3.598 4.809
H 4.676 1.236 -2.213
H -2.135 -5.622 4.891
H 4.280 -2.861 2.176
H -1.446 -5.336 1.900
H -4.944 2.702 4.840
H 2.174 3.068 -4.936
H 1.405 -1.277 -7.175
H 3.522 -2.226 -0.741
H -1.303 -2.304 5.277
H -3.487 -2.771 2.426
H -3.012 0.280 -0.200
H -2.344 1.130 -4.351
H -1.783 -0.334 -3.548
H -2.032 7.059 -5.049
H -1.270 6.585 1.140
H -0.626 4.675 -1.796
H 0.991 7.073 0.259
H -1.689 5.170 -6.605
H -2.374 -1.447 2.043
H -5.721 2.137 2.566
H -2.862 -3.986 -0.918
H 2.429 5.223 -0.547
H 3.516 2.436 -6.897
H 1.631 2.917 -0.479
H -0.275 -5.592 3.188
H 5.110 -1.702 1.137
H 2.652 -4.645 7.036
H 0.793 -4.377 -4.595
H -4.124 1.558 0.816
H 3.137 0.268 -8.017
H -3.781 0.639 -2.370
H 3.263 1.158 -1.158
H 2.354 1.457 1.253
H -3.304 -2.462 -1.668
H -1.828 -0.515 -1.059
H -4.017 -0.674 3.729
H -2.196 -2.485 -0.276
H 2.448 -1.605 3.358
H 4.241 1.535 2.877
H -2.458 -6.809 3.635
H 0.070 -0.682 -5.192
H -2.526 2.691 5.364
H -3.331 -5.283 3.632
H 2.706 -3.419 0.252
H -1.489 -3.609 7.354
H -0.809 3.034 -5.782
H -2.092 4.281 1.242
H -2.935 2.149 -2.134
H 0.526 -4.698 8.280
H -3.594 -1.988 4.814
H 5.146 -3.419 0.757
H 3.129 1.842 -2.797
H 2.873 0.668 3.558
H -1.499 6.805 -2.654
H 4.282 -0.219 2.966
H -0.889 2.102 3.633
H 3.796 0.674 0.631
H 3.295 -3.331 -4.405
*
```

## Properties
- Strongest force on any atom: 0.8 eV/A
- ΔE to the lowest compared entry with this formula, charge and spin: 0.000 eV
- E_HOMO: -17.517 eV
- Frontier orbital gap: 6.36 eV


Q: The lowest strongest force on any atom belongs to which entry?
A: C51H60Ge2HfN2S2Sb2


Q: Which value of strongest force on any atom does entry 1 give?
A: 0.9 eV/A